Formula: C38H48GeN5O2SeSiZn
Source: OMol25
Level of theory: the ωB97M-V functional and the def2-TZVPD basis

The geometry in ORCA input format:
```
! RIJCOSX wB97M-V def2-TZVPD def2/J DEFGRID3
* xyz -1 1
Zn 1.0999 -1.0342 -1.3246
N 2.0374 -3.0284 -0.9108
C 2.5983 -3.7945 -2.0291
C 3.6197 -2.9598 -2.7904
C 2.9754 -1.8950 -3.6887
O 3.4879 -1.6606 -4.7817
O 1.9313 -1.3324 -3.2164
H 2.6969 -2.9575 -0.1447
H 1.1787 -3.4314 -0.5466
H 1.7726 -4.0516 -2.6946
H 3.0501 -4.7322 -1.6863
H 4.2568 -3.5893 -3.4109
H 4.2670 -2.4472 -2.0688
N -0.6040 -1.8536 -0.7531
C -1.7555 -1.5134 -0.3974
C -2.3351 -0.1153 -0.5249
C -1.5137 0.9946 -0.3505
C -2.0133 2.2800 -0.5020
C -3.3458 2.4785 -0.8439
C -4.1733 1.3791 -1.0332
C -3.6706 0.0947 -0.8655
C -2.6687 -2.5391 0.2571
C -3.5208 -2.2179 1.3108
C -4.2636 -3.2023 1.9540
C -4.1814 -4.5220 1.5353
C -3.3398 -4.8512 0.4775
C -2.5862 -3.8695 -0.1454
H -0.4679 0.8494 -0.1131
H -1.3509 3.1269 -0.3673
H -3.7337 3.4817 -0.9737
H -5.2104 1.5215 -1.3140
H -4.3220 -0.7590 -1.0071
H -3.5959 -1.1878 1.6382
H -4.9106 -2.9349 2.7811
H -4.7675 -5.2887 2.0270
H -3.2718 -5.8788 0.1407
H -1.9069 -4.1086 -0.9544
C 1.4147 4.7819 -0.1990
Si 2.8243 3.6267 -0.6131
C 3.6425 4.2121 -2.1844
C 4.0711 3.6806 0.7794
C 2.2079 1.9474 -0.8203
C 1.7990 0.8045 -0.9717
H 1.7713 5.8061 -0.0590
H 0.9131 4.4647 0.7185
H 0.6732 4.7846 -1.0016
H 4.0789 5.2073 -2.0610
H 2.9222 4.2505 -3.0047
H 4.4348 3.5202 -2.4783
H 4.4489 4.6935 0.9426
H 4.9196 3.0308 0.5523
H 3.6216 3.3269 1.7105
N 1.0824 -0.3027 6.4501
C 1.5453 0.1767 7.6572
C 0.9833 0.2289 8.9291
C 1.7588 0.7897 9.9253
C 3.0496 1.2796 9.6625
C 3.5965 1.2208 8.3964
C 2.8284 0.6592 7.3776
N 3.1292 0.4781 6.0353
C 2.0724 -0.0892 5.5264
C 1.9181 -0.4732 4.1096
C 0.7675 -1.0853 3.6343
C 0.6934 -1.4208 2.2900
N 1.6760 -1.1739 1.4312
C 2.7715 -0.5690 1.8865
C 2.9455 -0.2112 3.2131
H 0.1828 -0.7089 6.2709
H -0.0112 -0.1461 9.1325
H 1.3631 0.8546 10.9305
H 3.6223 1.7125 10.4723
H 4.5886 1.5980 8.1865
H -0.0790 -1.3045 4.2727
H -0.1896 -1.8958 1.8745
H 3.5252 -0.3312 1.1440
H 3.8462 0.2809 3.5520
C -5.0617 1.1276 -5.4098
Ge -3.3948 0.1209 -5.1988
C -2.7438 -0.3128 -6.9870
C -3.7399 -1.5305 -4.2131
C -2.0555 1.1369 -4.2181
Se -0.4212 0.0585 -4.0482
C 0.8557 1.4672 -4.4306
H -5.7549 0.5649 -6.0381
H -4.8648 2.0875 -5.8908
H -5.5406 1.3163 -4.4480
H -3.5218 -0.8146 -7.5653
H -1.8721 -0.9622 -6.9153
H -2.4484 0.5940 -7.5182
H -4.2452 -2.2691 -4.8379
H -4.3525 -1.3383 -3.3342
H -2.7890 -1.9527 -3.8796
H -2.4099 1.3726 -3.2160
H -1.8076 2.0713 -4.7228
H 0.6472 1.9017 -5.4067
H 1.8322 0.9868 -4.4306
H 0.8169 2.2188 -3.6440
*
```

Summary:
- frontier orbital gap (eV) = 6.508
- DFT total energy (hartree) = -8448.3900
- HOMO (hartree) = -0.17294